A 2-piece molecular cluster, CHCl3NO overall, computed with wB97M-V/def2-TZVPD.

Summary:
E_LUMO (spin up / spin down): 3.835 / 2.402 eV
relative energy (zero: lowest compared OMol25 entry of this formula, charge and spin): 0.256 eV

```
! RIJCOSX wB97M-V def2-TZVPD def2/J DEFGRID3
* xyz -1 3
C 1.085 0.271 -0.050
N -2.375 -0.625 0.446
O -2.385 -0.432 -0.785
Cl 1.926 -1.145 0.666
Cl 1.452 0.154 -1.751
Cl 2.002 1.738 0.457
H -1.704 0.039 1.016
*
```

---

A 2-piece molecular cluster, CHCl3OSi overall, computed with wB97M-V/def2-TZVPD.

Summary:
E_LUMO: -0.120 eV
relative energy (zero: lowest compared OMol25 entry of this formula, charge and spin): 2.331 eV

```
! RIJCOSX wB97M-V def2-TZVPD def2/J DEFGRID3
* xyz 0 1
C 1.411 -0.656 0.240
O 0.615 -0.581 -0.662
Si -1.669 0.160 -0.043
Cl -0.854 2.026 0.157
Cl 0.968 -0.141 1.831
Cl -2.988 0.276 -1.552
H 2.516 -1.083 0.028
*
```

---

CHCl4PS as an isolated structure, computed with wB97M-V/def2-TZVPD.

Summary:
E_LUMO: -2.459 eV
relative energy (zero: lowest compared OMol25 entry of this formula, charge and spin): 1.053 eV

```
! RIJCOSX wB97M-V def2-TZVPD def2/J DEFGRID3
* xyz 0 1
C -0.052 0.964 0.217
P -0.303 -0.794 -0.218
S 0.218 -1.454 -1.893
Cl 2.420 0.741 0.130
Cl -0.566 1.843 -1.123
Cl 0.792 -1.758 1.230
Cl -2.237 -0.946 0.513
H -0.274 1.405 1.143
*
```

---

Number 1: electronic energy -1549.163144 a.u.. Number 2: electronic energy -1784.057906 a.u.. Number 3: electronic energy -2619.004561 a.u..